No. 1
{"formula": "C25H45AlBrO9", "method": "ωB97M-V with the def2-TZVPD basis set", "symbols": ["C", "O", "C", "C", "C", "C", "C", "C", "C", "C", "Al", "Br", "H", "H", "H", "H", "H", "H", "H", "H", "H", "H", "H", "H", "H", "H", "H", "H", "H", "H", "H", "H", "H", "O", "C", "O", "C", "C", "C", "H", "H", "H", "H", "H", "H", "O", "C", "O", "C", "C", "C", "H", "H", "H", "H", "H", "H", "O", "C", "O", "C", "C", "C", "H", "H", "H", "H", "H", "H", "O", "C", "O", "C", "C", "C", "H", "H", "H", "H", "H", "H"], "xyz": [[3.4775, -2.5927, -2.5731], [3.6389, -2.8218, -3.9595], [2.4769, -2.5236, -4.7446], [2.5680, -1.1133, -5.3529], [1.3456, -0.2109, -5.1418], [0.7770, -0.2257, -3.7290], [-0.3674, 0.7854, -3.5756], [-1.7732, 0.1914, -3.7033], [-1.9884, -1.0945, -2.9033], [-1.7890, -2.3645, -3.7926], [-3.5812, -3.1301, -4.3509], [-3.3676, -5.5404, -4.5706], [2.4474, -2.7127, -2.2435], [4.0842, -3.3184, -2.0296], [3.8515, -1.6002, -2.3045], [2.4650, -3.2672, -5.5385], [1.5703, -2.6708, -4.1659], [3.4813, -0.6505, -4.9881], [2.7095, -1.2343, -6.4271], [0.5859, -0.4212, -5.8946], [1.6663, 0.8128, -5.3393], [1.5848, 0.0807, -3.0628], [0.4682, -1.2119, -3.4097], [-0.2847, 1.3219, -2.6328], [-0.2558, 1.5368, -4.3598], [-2.0605, 0.0281, -4.7402], [-2.4693, 0.9523, -3.3318], [-2.9970, -1.1442, -2.4954], [-1.2714, -1.1465, -2.0844], [-1.2387, -3.1304, -3.2437], [-1.2157, -2.1246, -4.6894], [-4.6265, -2.8137, -3.1597], [-4.0557, -2.4876, -5.7524], [2.1076, 0.4260, -0.5880], [3.2187, 0.3386, -0.1622], [4.2796, 0.9555, -0.7544], [5.4982, 0.5858, -0.0923], [5.0776, 0.1345, 1.3007], [3.6946, -0.4557, 1.0370], [5.9707, -0.2174, -0.6636], [6.1636, 1.4466, -0.0808], [5.7814, -0.5610, 1.7551], [4.9863, 0.9991, 1.9601], [3.7461, -1.5088, 0.7534], [3.0139, -0.3293, 1.8728], [1.3321, -0.0645, 3.5512], [1.9695, -0.3088, 4.5340], [3.3261, -0.2613, 4.5457], [3.8224, -0.6914, 5.8286], [2.6618, -0.4766, 6.7917], [1.4549, -0.7230, 5.8937], [4.1169, -1.7408, 5.7510], [4.6989, -0.0982, 6.0789], [2.7044, -1.1243, 7.6656], [2.6518, 0.5532, 7.1369], [1.1781, -1.7782, 5.8552], [0.5970, -0.1251, 6.1744], [-8.3142, 2.6154, -1.3468], [-7.3994, 1.8744, -1.5764], [-6.9457, 0.9785, -0.6728], [-5.7781, 0.2982, -1.1879], [-5.8691, 0.4410, -2.6972], [-6.5711, 1.7895, -2.8433], [-4.8902, 0.7838, -0.7770], [-5.7965, -0.7373, -0.8595], [-4.9005, 0.3801, -3.1880], [-6.4969, -0.3516, -3.1042], [-5.8657, 2.6226, -2.8472], [-7.2091, 1.8467, -3.7206], [0.7067, 1.7244, 7.6940], [-0.2053, 2.3785, 7.2696], [-1.2729, 2.7156, 8.0229], [-2.2529, 3.3978, 7.2155], [-1.4765, 3.9520, 6.0284], [-0.3771, 2.9054, 5.8599], [-3.0117, 2.6735, 6.9138], [-2.7237, 4.1705, 7.8180], [-2.0934, 4.0978, 5.1447], [-1.0330, 4.9131, 6.2929], [-0.6888, 2.0789, 5.2176], [0.5566, 3.3187, 5.4897]], "forces_ev_per_angstrom": [[0.458, 0.021, -0.145], [-0.451, -0.346, 0.242], [0.608, 0.147, -0.236], [-0.465, -0.352, -0.265], [0.298, -0.072, 0.088], [0.308, 0.776, 0.016], [-0.126, -0.297, -0.414], [-0.401, 0.305, 0.631], [0.415, -0.837, -0.888], [-0.612, 0.003, 0.180], [0.391, 0.150, 0.050], [-0.034, 0.172, -0.023], [-0.175, 0.112, -0.027], [0.072, -0.113, -0.070], [-0.226, 0.192, 0.067], [0.017, -0.095, -0.056], [-0.089, 0.001, 0.168], [0.044, 0.115, 0.275], [0.132, 0.103, -0.124], [-0.222, -0.210, 0.053], [-0.006, 0.147, -0.116], [0.092, -0.073, 0.135], [-0.145, -0.142, -0.013], [0.022, -0.124, 0.229], [0.062, 0.223, 0.000], [0.103, -0.126, -0.208], [-0.039, 0.134, -0.064], [-0.072, 0.232, 0.273], [-0.089, 0.275, 0.340], [0.113, -0.119, 0.033], [0.185, 0.033, -0.050], [-0.142, -0.052, 0.072], [-0.105, -0.079, -0.083], [0.073, 0.175, -0.046], [-0.203, -0.311, 0.007], [0.043, 0.070, 0.020], [0.077, -0.023, 0.051], [-0.052, -0.077, 0.052], [0.323, 0.291, 0.126], [-0.012, -0.020, 0.010], [-0.060, 0.048, -0.095], [0.012, -0.017, -0.058], [0.006, -0.003, 0.003], [-0.080, -0.015, -0.016], [-0.167, -0.127, -0.095], [0.116, 0.131, -0.004], [-0.274, -0.157, -0.086], [0.074, 0.005, 0.060], [-0.008, -0.042, 0.126], [0.032, -0.109, 0.038], [0.383, 0.101, 0.201], [-0.027, -0.001, -0.034], [0.014, 0.035, -0.129], [0.037, -0.044, -0.045], [-0.030, 0.036, 0.024], [-0.067, 0.012, -0.069], [-0.131, -0.087, -0.059], [-0.026, -0.071, 0.080], [0.013, 0.191, -0.069], [-0.003, 0.009, 0.001], [0.144, -0.124, -0.058], [-0.020, 0.076, -0.155], [0.069, -0.423, 0.043], [-0.011, 0.030, -0.003], [-0.090, 0.027, 0.073], [0.013, -0.019, 0.041], [0.054, -0.042, -0.003], [-0.040, 0.056, -0.030], [-0.019, 0.193, 0.015], [-0.156, 0.205, 0.191], [0.117, -0.203, -0.208], [0.008, 0.044, 0.022], [-0.102, 0.090, -0.088], [0.074, -0.024, -0.076], [-0.195, 0.347, 0.123], [0.021, -0.019, -0.012], [0.047, -0.063, 0.115], [-0.034, -0.059, 0.019], [-0.019, 0.004, 0.007], [0.087, -0.021, -0.031], [0.068, -0.179, -0.054]], "orbital_gap_ev": 6.66, "charge": -1, "spin_multiplicity": 1}

***

No. 2
{"formula": "C25H45BeBrCl2CsF2N3O10P", "method": "ωB97M-V with the def2-TZVPD basis set", "symbols": ["C", "P", "C", "C", "C", "C", "C", "C", "O", "F", "C", "C", "C", "F", "C", "C", "C", "O", "N", "C", "O", "H", "H", "H", "H", "H", "H", "H", "H", "H", "H", "H", "H", "H", "H", "Be", "O", "H", "H", "Br", "C", "O", "H", "H", "H", "C", "O", "O", "O", "C", "Cl", "Cl", "H", "H", "C", "C", "C", "O", "C", "H", "H", "H", "H", "H", "H", "H", "H", "C", "C", "C", "O", "C", "N", "H", "H", "H", "H", "H", "H", "H", "H", "H", "H", "H", "H", "N", "H", "H", "H", "H", "Cs"], "xyz": [[2.0737, 3.8616, -1.1920], [1.1568, 2.3325, -1.7565], [-0.6148, 2.6286, -1.3158], [1.6555, 0.9763, -0.6420], [2.3283, 1.1517, 0.5624], [2.6419, 0.0878, 1.4024], [3.3263, 0.3162, 2.7315], [4.0866, 1.6118, 2.8487], [4.1084, 2.2645, 3.8315], [4.8266, 2.0491, 1.7887], [2.2660, -1.2029, 1.0294], [2.4458, -2.4567, 1.8442], [1.0691, -2.6182, 2.5258], [1.0858, -1.7800, 3.6395], [1.6162, -1.3621, -0.1783], [1.3095, -0.3031, -1.0117], [0.5628, -0.8335, -2.2129], [-0.1615, -0.2699, -2.9629], [0.8917, -2.2466, -2.2354], [1.0804, -2.6115, -0.8516], [0.8018, -3.6902, -0.4161], [2.1836, 4.5194, -2.0937], [1.4196, 4.3493, -0.4298], [3.0748, 3.5583, -0.7723], [-0.9676, 3.5933, -1.6704], [-0.7129, 2.5187, -0.2322], [-1.1778, 1.7973, -1.7429], [2.5964, 2.1463, 0.9007], [3.9861, -0.4976, 3.0300], [2.5484, 0.3623, 3.4954], [3.2229, -2.3705, 2.6017], [2.6776, -3.2637, 1.1516], [0.8591, -3.6452, 2.8266], [0.3214, -2.1754, 1.8244], [1.7758, -2.3259, -2.7339], [5.0096, 3.8265, -0.7079], [3.9114, 3.7387, -3.8044], [4.2274, 2.8677, -3.5321], [4.3547, 3.8887, -4.6483], [-1.4172, -1.3806, 0.7372], [-2.0357, -2.7002, 3.8321], [-1.9299, -1.6698, 2.9796], [-3.0675, -2.9998, 4.1157], [-1.6162, -3.6585, 3.4369], [-1.5293, -2.6063, 4.8154], [-4.5177, -0.7730, -1.0105], [-4.1953, -1.8436, -1.5468], [-3.7971, 0.2836, -1.0125], [-5.6076, -0.5735, -0.3945], [2.1754, -6.4599, -2.2718], [2.9169, -5.9597, -3.7937], [3.3301, -7.3014, -1.2253], [1.8135, -5.5779, -1.7535], [1.3516, -7.1300, -2.4894], [-1.6113, 8.3512, -2.1730], [-1.8136, 7.6409, -3.5032], [-0.9158, 6.4245, -3.3444], [-0.8989, 6.1004, -1.9439], [-1.4860, 7.1761, -1.2121], [-2.4206, 9.0322, -1.9096], [-0.6750, 8.9240, -2.1970], [-2.8539, 7.3276, -3.6026], [-1.5578, 8.2478, -4.3695], [0.1130, 6.6460, -3.6547], [-1.2703, 5.5655, -3.9124], [-2.4668, 6.8495, -0.8556], [-0.8591, 7.4008, -0.3412], [-2.5591, -8.0543, 0.4128], [-1.6016, -6.9773, 0.8983], [-1.7842, -6.5881, 2.3642], [-2.9304, -5.7855, 2.4612], [-4.1192, -6.4389, 2.9143], [-1.8570, -5.7069, 0.1138], [-3.5868, -7.6938, 0.3586], [-2.2809, -8.3951, -0.5863], [-2.5305, -8.9159, 1.0765], [-0.5751, -7.2864, 0.7001], [-0.9358, -5.9605, 2.6589], [-1.7978, -7.4441, 3.0401], [-3.8956, -7.2887, 3.5606], [-4.7194, -6.7688, 2.0640], [-4.7004, -5.7108, 3.4752], [-1.9965, -5.8642, -0.8831], [-1.1041, -5.0190, 0.2330], [-2.7020, -5.2642, 0.5095], [0.1481, 9.8260, 0.8275], [0.4943, 9.4448, -0.0669], [0.5790, 10.7427, 0.9988], [-0.8738, 9.9295, 0.7835], [0.3958, 9.1821, 1.5910], [3.9078, 5.9081, -1.7965]], "forces_ev_per_angstrom": [[-1.522, -0.472, 0.328], [-0.052, -0.182, -1.589], [0.728, -0.562, 0.708], [-0.372, 1.227, 0.067], [-0.022, -0.115, 0.282], [0.338, -0.339, -0.087], [-0.355, 0.411, -0.661], [-0.108, 0.076, 1.084], [0.077, 0.302, 0.052], [-0.110, -0.529, -0.356], [0.608, -0.508, -0.107], [-0.514, 0.519, 0.229], [0.421, 0.480, -0.715], [0.076, -0.181, 0.246], [-0.328, -0.347, -0.371], [-0.234, -0.151, 0.045], [0.789, 0.197, 0.896], [0.145, 0.103, -0.371], [-0.823, -0.376, -0.256], [0.519, 1.123, -0.301], [0.338, -0.620, 0.216], [-1.043, -1.622, 0.941], [0.832, 0.093, -0.281], [-1.001, 0.236, -0.273], [0.010, -0.017, -0.036], [-0.225, 0.322, -0.007], [-0.089, 0.142, -0.179], [-0.089, 0.061, -0.155], [0.121, 0.008, -0.185], [0.140, 0.021, 0.130], [0.048, -0.147, -0.039], [-0.061, -0.202, 0.289], [-0.088, 0.100, 0.148], [0.290, -1.018, 0.943], [-0.142, -0.436, -0.229], [1.833, -2.213, 1.262], [0.376, 0.108, -0.030], [-0.247, -0.093, -0.006], [-0.104, -0.022, -0.062], [-1.077, -0.063, -0.007], [-0.185, -2.139, 0.246], [0.058, 1.546, 0.055], [-0.125, 0.296, -0.388], [0.052, 0.138, -0.035], [0.361, 0.581, -0.301], [-0.260, 0.301, 0.288], [0.117, -0.163, -0.082], [0.543, -0.169, -0.116], [-0.052, -0.175, -0.038], [-0.051, 0.089, 0.067], [-0.055, 0.041, -0.010], [-0.104, 0.014, 0.043], [0.079, 0.024, 0.003], [0.083, -0.091, -0.078], [0.148, 0.102, 0.122], [-0.129, -0.066, -0.030], [0.165, -0.086, -0.065], [0.120, 0.348, -0.097], [-0.274, -0.213, -0.032], [-0.024, -0.027, -0.015], [-0.006, 0.016, -0.058], [0.007, 0.004, -0.003], [0.024, -0.007, 0.007], [-0.027, 0.020, -0.081], [0.028, -0.072, 0.096], [0.012, 0.085, 0.104], [0.022, -0.146, 0.043], [-0.016, 0.089, -0.285], [-0.131, -0.342, -0.179], [0.345, 0.674, -0.224], [-0.338, -0.266, 0.468], [-0.188, 0.216, -0.100], [0.132, 0.162, 0.253], [-0.001, 0.008, 0.111], [-0.008, -0.018, 0.013], [0.031, 0.018, 0.034], [0.051, 0.119, 0.041], [-0.033, 0.014, 0.066], [-0.100, -0.163, -0.193], [0.089, 0.004, -0.013], [-0.021, -0.097, 0.055], [0.063, 0.045, -0.001], [0.039, 0.019, -0.006], [0.085, 0.135, -0.140], [0.040, 0.009, 0.006], [-0.042, 0.066, 0.020], [-0.030, -0.006, 0.048], [0.004, -0.015, 0.004], [0.007, -0.020, -0.004], [-0.001, -0.010, -0.025], [0.414, 3.799, -1.159]], "orbital_gap_ev": 1.27, "charge": 1, "spin_multiplicity": 1}

***

No. 3
{"formula": "C25H45BrF2NO9", "method": "ωB97M-V with the def2-TZVPD basis set", "symbols": ["C", "C", "C", "F", "C", "C", "C", "O", "Br", "C", "O", "O", "N", "F", "C", "C", "C", "O", "H", "H", "H", "H", "H", "H", "H", "H", "H", "H", "H", "H", "H", "H", "H", "C", "C", "O", "C", "H", "H", "H", "H", "H", "H", "C", "C", "O", "C", "H", "H", "H", "H", "H", "H", "C", "C", "O", "C", "H", "H", "H", "H", "H", "H", "C", "C", "O", "C", "H", "H", "H", "H", "H", "H", "C", "C", "O", "C", "H", "H", "H", "H", "H", "H"], "xyz": [[-2.3738, -0.5223, 1.2505], [-1.6054, -0.6780, -0.0684], [-0.1002, -0.5625, 0.1293], [0.2372, -1.5239, 1.0765], [0.4640, 0.8906, 0.4667], [1.8547, 0.9890, -0.1924], [2.8146, -0.1063, 0.1949], [2.8167, -1.2203, -0.1728], [4.3653, 0.4626, 1.3028], [0.6611, 1.0305, 2.0131], [-0.0006, 1.8524, 2.6562], [1.5410, 0.2481, 2.4476], [-0.4188, 1.8085, -0.2492], [-1.5128, 2.2787, 0.4808], [0.0099, 2.8462, -1.1301], [0.8076, 4.0620, -0.5871], [0.0824, 5.3848, -0.8757], [1.0215, 3.9271, 0.7974], [-3.2411, -1.1825, 1.2885], [-2.7470, 0.4888, 1.3976], [-1.7623, -0.7695, 2.1139], [-1.7814, -1.7005, -0.3991], [-1.9972, -0.0426, -0.8538], [0.3774, -0.8750, -0.8043], [2.3387, 1.9410, 0.0260], [1.7574, 0.9146, -1.2783], [-0.9110, 3.2654, -1.5451], [0.5272, 2.4602, -2.0058], [1.7887, 4.1151, -1.0776], [-0.4289, 5.3684, -1.8383], [-0.6782, 5.4975, -0.0995], [0.7825, 6.2198, -0.8270], [1.1964, 4.7824, 1.1958], [1.1448, -4.1505, 0.7261], [1.0146, -5.4817, 0.0398], [-0.0533, -5.9502, -0.2909], [2.3030, -6.2325, -0.2320], [0.1655, -3.7148, 0.8692], [1.6205, -4.2850, 1.6999], [1.7512, -3.4719, 0.1276], [2.8192, -6.4378, 0.7070], [2.9539, -5.6340, -0.8711], [2.0793, -7.1745, -0.7303], [5.1406, 4.4912, 2.1124], [4.9047, 4.7073, 0.6368], [4.0806, 4.0635, 0.0400], [5.7461, 5.7624, -0.0513], [4.4722, 3.7101, 2.4692], [6.1741, 4.1851, 2.2858], [4.9434, 5.4133, 2.6633], [6.8044, 5.5097, 0.0324], [5.5749, 6.7375, 0.4082], [5.4739, 5.8118, -1.1035], [-0.0662, -1.0832, -5.0682], [0.8966, -0.2092, -4.2994], [0.5499, 0.3807, -3.3067], [2.3101, -0.1131, -4.8257], [-1.0373, -1.0635, -4.5782], [-0.1704, -0.7162, -6.0913], [0.2999, -2.1109, -5.0923], [2.3059, 0.2945, -5.8384], [2.7716, -1.1016, -4.8399], [2.8926, 0.5407, -4.1803], [-2.1740, -1.4570, 5.3765], [-3.5186, -1.9433, 4.8910], [-3.7925, -1.9620, 3.7170], [-4.5059, -2.4034, 5.9443], [-1.5640, -1.1547, 4.5276], [-2.3027, -0.6001, 6.0400], [-1.6613, -2.2543, 5.9184], [-4.7287, -1.5849, 6.6308], [-4.0881, -3.2387, 6.5090], [-5.4267, -2.7246, 5.4618], [-5.6061, -2.4757, -1.0940], [-4.6185, -2.2860, -2.2215], [-3.5046, -1.8752, -2.0162], [-5.0945, -2.6368, -3.6155], [-5.1386, -2.1890, -0.1546], [-6.4878, -1.8535, -1.2594], [-5.9124, -3.5218, -1.0362], [-5.9551, -2.0215, -3.8838], [-5.3802, -3.6891, -3.6600], [-4.2916, -2.4558, -4.3267]], "forces_ev_per_angstrom": [[-0.410, 0.276, -0.089], [-0.093, -0.514, 0.924], [-0.379, 0.605, -0.564], [0.065, 0.206, -0.023], [-0.266, -1.157, 0.106], [0.415, 0.680, 0.010], [-0.350, 0.432, 0.743], [0.001, -0.818, -0.446], [0.215, 0.206, -0.116], [0.191, 0.395, 0.991], [-0.295, -0.104, -0.186], [0.194, 0.010, -0.496], [0.612, -0.315, -0.987], [0.066, 0.094, 0.235], [-0.331, 1.032, 0.105], [0.291, 0.706, -0.078], [-0.053, -0.450, 0.294], [-0.117, -0.385, 0.138], [0.026, -0.072, -0.076], [0.139, 0.088, 0.024], [0.094, -0.042, -0.029], [0.205, -0.030, -0.165], [0.201, 0.192, -0.026], [0.072, -0.004, 0.006], [-0.187, 0.052, 0.166], [-0.040, -0.215, -0.007], [-0.159, -0.184, 0.048], [0.074, -0.451, 0.217], [-0.015, -0.213, -0.134], [0.158, 0.121, -0.131], [-0.091, 0.111, -0.054], [-0.070, 0.119, -0.060], [0.046, 0.021, -0.059], [-0.263, -0.459, -0.108], [0.065, 0.059, 0.041], [0.031, -0.040, -0.013], [-0.156, -0.179, -0.120], [-0.060, 0.045, 0.006], [0.139, 0.105, -0.053], [0.112, 0.071, 0.109], [0.094, 0.111, -0.018], [0.080, 0.051, 0.118], [-0.014, 0.010, 0.005], [-0.162, -0.135, -0.015], [0.016, -0.090, 0.228], [-0.023, 0.074, -0.321], [-0.130, -0.074, -0.167], [0.001, -0.017, -0.032], [0.028, 0.109, 0.039], [0.133, 0.031, 0.007], [0.016, 0.081, 0.096], [0.110, -0.011, 0.069], [-0.010, -0.012, 0.001], [-0.145, 0.067, 0.144], [-0.004, -0.087, -0.014], [0.005, 0.102, -0.025], [0.013, 0.129, 0.169], [0.013, -0.004, 0.034], [0.087, -0.092, -0.047], [0.041, 0.011, -0.111], [0.013, -0.119, -0.053], [-0.018, -0.012, -0.114], [-0.008, -0.007, 0.017], [-0.003, -0.001, -0.236], [0.243, 0.110, 0.016], [-0.275, -0.154, 0.044], [-0.126, -0.030, -0.184], [-0.001, 0.025, 0.013], [0.028, -0.062, 0.096], [-0.032, 0.052, 0.116], [0.084, -0.047, 0.089], [0.034, 0.078, 0.099], [0.005, 0.003, -0.014], [0.158, 0.070, 0.109], [-0.041, -0.010, 0.097], [-0.130, -0.072, -0.296], [0.191, 0.064, -0.037], [0.018, 0.005, -0.009], [-0.067, -0.100, -0.041], [-0.108, 0.024, -0.057], [-0.080, -0.095, 0.025], [-0.121, 0.028, 0.009], [0.011, 0.004, 0.010]], "orbital_gap_ev": 6.50, "charge": -1, "spin_multiplicity": 1}